16
Properties=species:S:1:pos:R:3:mulliken_charge:R:1 method="wB97M-V/def2-TZVPD" energy_ha=-635.590002 homo_lumo_gap_ha=0.3561 charge=+1
H -2.6202 2.7121 -1.1607 0.342
N -1.5668 0.9534 -1.7939 -0.298
H -0.8740 0.2714 -1.4244 0.260
H 1.7045 0.0690 1.1810 0.264
H -2.3080 1.5190 0.1386 0.324
C -1.8854 1.9916 -0.7640 -0.745
H -2.4246 0.4323 -2.0662 0.388
C 1.4665 -0.8632 1.7204 -0.979
H 3.1454 -1.9938 0.8950 0.300
H 1.8932 -0.8010 2.7356 0.325
H 1.8139 -3.0117 1.5170 0.300
H -1.1678 1.3943 -2.6472 0.388
H 0.3702 -0.9511 1.8043 0.264
Cl 1.3802 -2.2024 -0.6561 -0.235
C 2.0454 -2.0610 0.9994 -0.222
H -0.9725 2.5411 -0.4787 0.324

=====

18
Properties=species:S:1:pos:R:3:mulliken_charge:R:1 method="wB97M-V/def2-TZVPD" energy_ha=-745.092002 homo_lumo_gap_ha=0.3820 de_lowest_kcal_mol=45.5 charge=+1
H -1.3669 0.2134 -1.0659 0.391
C -1.6922 -1.2985 0.4260 -1.347
H -1.3511 -2.2674 0.1234 0.375
N -1.0992 0.9818 0.8426 -0.156
C -0.8324 -0.1220 -0.1295 -0.042
H 0.9434 -1.2542 0.4216 0.269
H -0.3200 1.7216 0.6695 0.136
H 0.7468 0.6037 -1.7741 0.309
H -1.7644 1.6523 0.4802 0.418
N 2.6945 -0.0769 -0.8975 -0.407
C 1.3872 0.1985 -0.9159 0.181
H -2.6601 -1.4284 0.0846 0.399
H -1.8009 -1.3783 1.5718 0.343
H -1.1587 0.6506 1.7676 0.321
H 3.1057 -0.3012 0.0062 0.258
N 0.5594 -0.5528 -0.2196 -0.225
H 3.2297 0.4621 -1.5501 0.290
Cl 1.3792 2.1958 0.1590 -0.512

=====

17
Properties=species:S:1:pos:R:3:mulliken_charge:R:1 method="wB97M-V/def2-TZVPD" energy_ha=-1159.951216 homo_lumo_gap_ha="0.2406 / 0.2625" de_lowest_kcal_mol=97.2 charge=0
H 3.0093 -0.8323 2.5945 -0.041
C 0.2952 -0.9768 -0.4562 -0.920
H -4.4602 -2.4562 0.2497 0.273
H 0.5933 0.2333 2.4311 -0.044
Si -3.8807 -0.2957 -0.9443 0.331
Cl -5.3405 0.6177 0.1390 -0.243
Si 2.0008 -0.0776 1.7243 0.045
H 2.4498 -1.3504 -0.3634 0.428
H 0.2612 -1.0840 -1.6342 0.266
H -4.1606 -2.8006 -1.5046 0.311
H -4.0915 0.4298 -2.2150 -0.063
H 2.0502 0.3276 -0.7856 0.319
H -2.8048 -2.3857 -0.3569 0.174
C 1.8097 -0.5813 -0.0725 -0.638
C -3.8704 -2.2129 -0.6485 -0.779
H -0.4003 -0.1159 -0.1978 0.267
H 0.1761 -1.8792 0.1739 0.315

=====

15
Properties=species:S:1:pos:R:3:mulliken_charge:R:1 method="wB97M-V/def2-TZVPD" energy_ha=-175.620675 homo_lumo_gap_ha=0.3668 de_lowest_kcal_mol=14.2 charge=0 smiles=CNC.C
H 0.1705 -0.3318 0.9292 0.124
H -2.0815 -1.9339 1.1509 0.250
H -2.8630 -2.1346 2.7799 0.290
H 0.6307 0.3765 -2.5707 0.310
C 0.7280 -0.1886 -0.0073 -0.665
H 0.3965 -0.9832 -0.6732 0.328
H 0.6326 2.0942 -2.4562 0.290
C -2.0026 -1.7806 2.2250 -1.045
H -1.9549 -0.7012 2.3280 0.259
H -1.1041 -2.2187 2.6440 0.251
H 1.7707 -0.3153 0.3103 0.299
H 2.0965 1.1658 -1.9989 0.294
N 0.4536 1.1061 -0.6124 -0.388
C 0.9961 1.1907 -1.9585 -0.813
H 0.9073 1.8391 -0.0824 0.217

=====

16
Properties=species:S:1:pos:R:3:lowdin_spin:R:1 method="wB97M-V/def2-TZVPD" spin_multiplicity=2 energy_ha=-230.204936 homo_lumo_gap_ha="0.1273 / 0.2804" de_lowest_kcal_mol=80.4 charge=0
H -0.5767 -0.5516 -0.1372 0.003
H 0.1410 2.4590 1.2752 0.002
N -0.3759 -1.5982 -0.3056 0.021
H 1.4839 -1.3154 -1.4039 0.008
C 1.1452 -1.9386 -0.5823 0.016
H -1.0593 1.8555 -1.8856 0.060
H 0.5124 0.7101 1.9359 0.015
N -0.7309 1.1175 0.0454 0.328
C -0.2347 1.3983 1.4197 0.024
H 1.7490 -1.5821 0.3578 0.003
H -0.9546 -1.9060 -1.2066 0.005
H -0.1354 2.9055 -0.6241 0.050
H -1.1189 1.4326 2.1333 0.011
C -0.5610 1.9992 -0.9517 0.446
H -0.5261 -1.9135 0.7483 0.005
H 1.2419 -3.0722 -0.8186 0.001

=====

16
Properties=species:S:1:pos:R:3:lowdin_spin:R:1 method="wB97M-V/def2-TZVPD" spin_multiplicity=2 energy_ha=-230.274326 homo_lumo_gap_ha="0.1870 / 0.3369" de_lowest_kcal_mol=36.8 charge=0
H 1.0396 0.9949 0.6034 0.026
H -1.0724 3.2336 2.1030 0.141
H -0.4220 0.6180 -0.3172 0.034
C 1.0052 -0.9652 -0.3064 0.006
H -0.3306 -1.0908 -1.9190 0.001
H -2.5032 2.4728 1.5426 0.145
H 1.7833 -3.0843 -1.5499 0.000
H -1.1528 1.5269 1.9689 0.092
N 1.1455 -2.5649 -2.1386 0.000
H 0.4599 -3.2034 -2.5252 0.000
H -1.0984 2.4341 0.5823 0.102
H -0.1477 -0.1024 1.2970 0.029
H 1.8756 -1.3976 0.1790 0.001
C 0.5488 -1.5037 -1.4343 0.002
C 0.3271 0.2031 0.3565 0.072
N -1.4579 2.4288 1.5581 0.348

=====

16
Properties=species:S:1:pos:R:3:mulliken_charge:R:1 method="wB97M-V/def2-TZVPD" energy_ha=-229.929350 homo_lumo_gap_ha=0.2137 de_lowest_kcal_mol=158.8 charge=+1
H 0.2047 0.9655 1.1180 0.342
N -1.1433 -0.4624 -1.2011 -0.203
C -0.4781 -1.0374 -0.1751 -0.391
H 1.9778 -0.8193 1.4798 0.262
H -0.6487 -0.9352 0.9064 0.366
C 0.6344 1.0556 0.1135 -1.056
H -0.3443 -2.1223 -0.2786 0.379
C 0.9478 -0.3860 -0.3095 0.021
H -0.1118 1.3523 -0.6639 0.421
H -8.8417 7.0087 3.3633 0.003
H -2.1076 -0.3463 -0.9092 0.319
H 1.1728 -0.5227 -1.3630 0.403
H 1.4040 1.8335 0.1014 0.339
H -8.1174 7.3605 3.2036 -0.003
H 2.8803 -0.8976 0.1221 0.291
N 1.9660 -1.0531 0.5034 -0.494

=====

16
Properties=species:S:1:pos:R:3:mulliken_charge:R:1 method="wB97M-V/def2-TZVPD" energy_ha=-230.091835 homo_lumo_gap_ha=0.3123 de_lowest_kcal_mol=56.8 charge=+1
H 0.5199 -0.5366 -1.6312 0.276
H -0.8854 0.0115 1.1799 0.225
C -0.6643 0.7701 0.4588 -0.204
H -1.2914 0.7301 -0.3641 0.405
H -0.5295 -2.6816 -2.5363 0.310
H -1.6320 -1.3666 -2.0582 0.291
H 1.1876 -1.8121 -0.8872 0.248
H -1.2048 -2.7368 -0.8316 0.251
C 0.9772 1.7807 1.8979 -0.732
N 0.2401 -1.3104 -1.0498 -0.513
H 0.5533 2.2153 -0.0358 0.296
H 0.3264 1.2003 2.6484 0.290
H 1.1547 2.7528 2.3021 0.304
N 0.1793 1.7389 0.7585 -0.042
H 1.8872 1.2460 1.8459 0.341
C -0.8183 -2.0014 -1.6974 -0.747

=====

16
Properties=species:S:1:pos:R:3:mulliken_charge:R:1 method="wB97M-V/def2-TZVPD" energy_ha=-230.173416 homo_lumo_gap_ha=0.4080 de_lowest_kcal_mol=5.6 charge=+1
N -0.0011 0.2110 -2.3210 -0.296
H -0.5125 -1.6948 0.3413 0.212
H 1.2465 1.6189 -1.4941 0.356
H 0.9044 0.2088 1.3484 0.159
H -1.6592 1.6399 -0.8684 0.237
N -0.7060 1.9634 -0.9924 -0.308
H -1.3235 -0.8915 1.6733 0.258
C 0.2248 1.2758 -1.5961 0.230
H 0.7988 -0.2637 -2.7346 0.263
C 0.8391 -0.7795 1.8129 -0.730
H -0.4688 2.7854 -0.4575 0.264
H -0.5742 -2.4331 1.9387 0.330
H -0.9208 -0.1804 -2.4287 0.238
H 1.7168 -1.3301 1.4767 0.276
C -0.4472 -1.4891 1.4117 -0.796
H 0.8829 -0.6411 2.8898 0.307

=====

17
Properties=species:S:1:pos:R:3:mulliken_charge:R:1 method="wB97M-V/def2-TZVPD" energy_ha=-305.362104 homo_lumo_gap_ha=0.3176 de_lowest_kcal_mol=56.9 charge=+1
H -1.4582 -0.1486 -2.5107 0.247
C -0.5454 0.4062 -2.7676 -0.107
H -1.3572 -0.3884 1.9037 0.423
H 1.4000 0.1837 0.7123 0.331
H 1.5542 1.7449 2.5220 0.365
H 1.3222 0.2371 3.1896 0.349
H 0.0946 1.3184 3.1063 0.361
C -0.4591 -0.7088 1.3687 -0.663
O 0.4819 -0.0766 -3.1363 -0.386
C 0.4767 0.4665 1.2198 -0.499
H -1.6214 -1.8140 0.1330 0.242
H 0.0552 -1.5072 1.9155 0.364
N -0.9029 -1.1123 0.0209 -0.496
H -0.1095 -1.5467 -0.4337 0.241
H -0.5934 1.4925 -2.5581 0.235
N 0.9078 0.9591 2.5973 -0.304
H 0.0798 1.3501 0.7299 0.296

=====

17
Properties=species:S:1:pos:R:3:mulliken_charge:R:1 method="wB97M-V/def2-TZVPD" energy_ha=-305.360049 homo_lumo_gap_ha=0.3432 de_lowest_kcal_mol=58.2 charge=+1
H 1.7625 1.7506 -3.8212 0.320
H 1.6928 -0.7254 0.9867 0.264
N -0.7222 -0.4336 -0.3306 -0.246
H -2.1079 -0.6057 2.7471 0.353
N 1.5409 -0.0592 0.2354 -0.220
C 0.4518 0.1917 -0.4661 -0.157
H -1.8601 0.9991 0.5751 0.315
H 0.5406 1.1033 -1.0637 0.481
H 2.2770 0.5880 -2.9706 0.309
H -0.4463 0.1395 2.5586 0.311
O 1.5302 1.1707 -3.0571 -0.618
H -0.7218 -1.4181 -0.5819 0.321
H 2.4045 0.0889 -0.2841 0.272
H -2.5878 -0.7382 0.5851 0.321
C -1.7492 -0.0671 0.7414 -0.329
C -1.2216 -0.4940 2.1290 -1.012
H -0.7835 -1.4906 2.0169 0.313

=====

17
Properties=species:S:1:pos:R:3:mulliken_charge:R:1 method="wB97M-V/def2-TZVPD" energy_ha=-305.408749 homo_lumo_gap_ha=0.3397 de_lowest_kcal_mol=27.6 charge=+1
H 1.0094 2.3166 1.3961 0.190
H 0.2297 1.5627 2.7615 0.218
C 0.2737 1.5481 -1.3844 -1.283
H -1.7331 -0.6156 -0.7081 0.380
C 0.0145 0.5760 0.9957 -0.095
N 0.4121 1.6117 1.7803 -0.403
H -0.3890 -1.5623 -0.4297 0.262
H 0.6439 2.4347 -0.8701 0.313
N -0.7363 -0.6943 -0.8896 -0.209
H 1.0673 1.2190 -2.0619 0.360
C -0.0703 0.5422 -0.3385 0.295
H -0.4508 -0.2634 1.5089 0.243
H -0.5980 -0.7741 -1.8951 0.407
H -0.6309 1.9048 -1.8792 0.359
O 0.4109 -2.9101 0.5072 -0.701
H 0.3745 -3.7780 0.0823 0.328
H 0.1726 -3.1179 1.4246 0.336

=====

17
Properties=species:S:1:pos:R:3:mulliken_charge:R:1 method="wB97M-V/def2-TZVPD" energy_ha=-305.280097 homo_lumo_gap_ha=0.3681 de_lowest_kcal_mol=108.3 charge=+1
H -0.4258 -0.2600 -1.8483 0.451
H -1.7018 0.6580 -1.0624 0.300
H -1.4170 -1.9993 2.2876 0.291
C -0.3591 0.7174 1.1295 -1.329
H 1.9166 0.2108 -2.2313 0.262
H 0.1314 -2.6097 1.9635 0.247
C -0.6199 0.6280 -1.3689 -1.238
O 1.4441 0.8078 -0.3211 -0.166
H -0.8432 -2.2162 0.7345 0.307
N 1.8951 1.0690 -1.6806 -0.454
H 0.1510 0.9428 2.0229 0.473
N -0.6590 -2.0317 1.6746 -0.760
C 0.1847 0.7280 -0.1448 1.118
H 2.7569 1.4965 -1.6775 0.242
H -0.7531 -0.5669 1.4266 0.297
H -0.3434 1.4038 -2.1208 0.465
H -1.3574 1.0218 1.2166 0.493

=====

17
Properties=species:S:1:pos:R:3:mulliken_charge:R:1 method="wB97M-V/def2-TZVPD" energy_ha=-305.442798 homo_lumo_gap_ha=0.4079 de_lowest_kcal_mol=6.2 charge=+1
O 0.3525 -0.4124 -0.0113 -0.736
C 0.9086 0.9757 1.8425 -0.996
H 2.6730 -1.0887 2.0140 0.225
H -2.1731 -0.7226 -2.9413 0.306
H -0.8085 0.5516 -0.9207 0.363
C -1.8903 0.2807 -2.6287 -0.740
H 2.0608 -1.8455 0.5709 0.250
H -0.9225 0.4730 -3.0525 0.293
H 1.5145 1.7955 1.4359 0.281
N -1.8133 0.3460 -1.1330 -0.259
H -2.3474 1.1256 -0.7492 0.365
H 1.3688 0.7683 2.8105 0.354
H -1.9936 -0.5483 -0.6853 0.345
H -2.6256 0.9720 -3.0362 0.340
H -0.1330 1.2173 1.9720 0.274
N 1.9516 -1.1783 1.3207 -0.398
C 1.0702 -0.2285 0.9870 0.731

=====

17
Properties=species:S:1:pos:R:3:mulliken_charge:R:1 method="wB97M-V/def2-TZVPD" energy_ha=-305.391175 homo_lumo_gap_ha=0.3949 de_lowest_kcal_mol=38.6 charge=+1
H -0.4530 0.9806 -1.5896 0.293
H -1.1485 0.3251 1.8351 0.283
H -0.1427 1.8987 -0.3300 0.408
H 1.9147 -0.1693 -0.7447 0.363
H 1.6041 -0.4276 2.5907 0.293
H -1.3352 -1.0946 1.2944 0.318
H -2.1822 -0.6420 -2.1667 0.313
O -1.8434 0.2589 -2.2839 -0.658
N 0.3570 1.2853 -0.9868 -0.207
H 0.6699 -1.8960 2.2907 0.364
C 1.2279 -1.0891 1.8155 -1.276
H 2.1227 -1.5573 1.3957 0.370
H -2.2030 0.6017 -3.1084 0.307
C 0.4169 -0.3991 0.7675 0.549
N -0.9868 -0.1985 0.9672 -0.581
C 1.0175 0.1856 -0.2648 -0.531
H 0.9641 1.9375 -1.4820 0.392

=====

17
Properties=species:S:1:pos:R:3:mulliken_charge:R:1 method="wB97M-V/def2-TZVPD" energy_ha=-305.276396 homo_lumo_gap_ha=0.3784 de_lowest_kcal_mol=110.7 charge=+1
H 1.7649 1.0249 -1.2243 0.337
C 0.5393 0.5546 0.4516 0.390
H -1.0860 2.2919 2.0523 0.410
H -1.7132 0.5563 1.8469 0.353
C 1.7631 0.4916 -0.3127 -1.090
H 2.3602 -0.5004 -0.5337 0.263
C -1.3537 1.5055 1.4085 -0.965
H 2.4643 1.0866 0.3765 0.317
N -0.4491 1.3032 0.2919 -0.042
H -2.3365 2.0612 1.0811 0.305
N -0.3378 -2.3108 -1.1283 -0.301
H 0.6118 -2.4751 -0.7169 0.298
O -0.6546 -1.0526 -0.7094 -0.574
H -0.9113 -3.1247 -0.6784 0.347
H 0.6235 0.0819 1.5086 0.331
H -0.5625 -2.4550 -2.1512 0.332
H -0.6622 1.8151 -0.5740 0.290

=====

17
Properties=species:S:1:pos:R:3:mulliken_charge:R:1 method="wB97M-V/def2-TZVPD" energy_ha=-305.399269 homo_lumo_gap_ha=0.3485 de_lowest_kcal_mol=33.5 charge=+1
C 1.2346 0.2180 -0.5524 -0.209
H -0.4442 -1.5475 -1.2698 0.401
C 0.4630 -0.5551 0.2376 0.276
H -1.2493 -1.7984 0.1515 0.370
H 2.2180 1.7094 0.5565 0.235
H 1.2476 -0.0308 -1.6127 0.327
O -2.7763 0.8511 -0.7116 -0.699
H 1.4528 -0.3151 2.0860 0.374
H -2.9014 1.7439 -0.3533 0.327
H 2.8957 1.2091 -0.8530 0.249
C 0.4783 -0.6345 1.7233 -1.314
N 2.2931 0.9546 -0.0915 -0.467
H -0.2409 -0.0039 2.2601 0.320
N -0.7825 -1.1005 -0.4164 -0.207
H -1.4442 -0.3576 -0.6866 0.300
H -3.0790 0.9706 -1.6198 0.335
H 0.2583 -1.6607 2.0296 0.382

=====

17
Properties=species:S:1:pos:R:3:mulliken_charge:R:1 method="wB97M-V/def2-TZVPD" energy_ha=-305.379263 homo_lumo_gap_ha=0.3302 de_lowest_kcal_mol=46.1 charge=+1
H -1.9664 -0.5031 0.7353 0.361
H -0.7210 -0.1906 2.7544 0.355
O -1.6432 0.0543 -2.6556 -0.690
N 2.4707 0.2382 0.3464 -0.389
H 0.5649 1.0700 2.5129 0.335
C 1.2560 -0.0721 0.0343 -0.106
H -1.2261 -0.4413 -3.4635 0.345
H 3.2131 0.4751 -0.3331 0.242
H -2.4908 0.3703 -2.9529 0.309
C -0.2821 0.5515 2.0981 -1.291
H 2.7506 0.3323 1.3430 0.217
H -1.1916 -1.6699 0.0115 0.337
C 0.0675 -0.0598 0.7489 0.316
H -1.1427 -0.3951 -0.8708 0.245
H -1.0664 1.3098 1.7927 0.358
H 1.1096 -0.2625 -1.0123 0.267
N -1.1758 -0.6736 0.1451 -0.211

=====

18
Properties=species:S:1:pos:R:3:mulliken_charge:R:1 method="wB97M-V/def2-TZVPD" energy_ha=-380.534227 homo_lumo_gap_ha=0.3425 de_lowest_kcal_mol=112.7 charge=+1
H -0.0084 1.5170 1.3603 0.337
H 0.6945 -0.4396 2.7485 0.204
H -1.3482 -0.8096 -2.7673 0.366
H -1.4843 0.7362 -0.2741 0.458
H -0.8532 -0.3860 2.3497 0.249
H 1.6505 0.6948 -0.7656 0.286
N 0.1386 -0.4818 1.9708 -0.539
C 0.7714 0.1411 -0.2375 -0.515
H 1.7035 -1.7592 -0.1989 0.331
H 1.6280 0.9221 1.4824 0.387
H 0.5682 -1.2894 0.8048 0.349
C 0.6146 0.6386 1.1672 -0.676
O -1.3256 -0.7792 -1.7286 -0.550
H 0.1119 -1.7642 -0.6543 0.260
N 0.7984 -1.3124 -0.1806 -0.104
C -1.1969 0.5271 -1.2526 0.224
H -1.2153 2.3663 -1.7016 0.384
O -1.2477 1.4783 -2.1227 -0.452

=====

18
Properties=species:S:1:pos:R:3:lowdin_spin:R:1 method="wB97M-V/def2-TZVPD" spin_multiplicity=2 energy_ha=-380.101957 homo_lumo_gap_ha="0.3734 / 0.2132" de_lowest_kcal_mol=63.8 charge=+2
H 0.6442 1.8619 0.1629 0.002
H 1.0582 1.8834 2.0480 0.038
H -2.0242 -1.8761 -0.7942 0.000
H 2.8650 2.3451 -0.7442 0.000
H -2.1407 -0.4996 -1.3953 0.000
H 2.4725 0.9861 -0.8555 0.000
N -0.1945 0.3198 1.4978 0.491
H -0.4389 -0.0997 2.5180 -0.003
O 2.2700 1.8149 -1.3104 0.003
C -0.1788 -0.6860 -1.0094 -0.010
H 0.0678 0.4045 -1.2824 -0.001
H -1.4671 -1.6028 -2.4776 0.000
H 0.6207 -1.2663 -1.4269 -0.002
C -0.3119 -0.6963 0.5936 -0.022
N -1.5177 -1.2369 -1.4335 -0.002
O -0.8012 -1.7536 1.0304 0.334
C 0.3454 1.6319 1.1809 0.112
H -0.5510 2.2943 1.4466 0.061